[1]
Density functional theory data (the ωB97M-V functional and the def2-TZVPD basis) for C35H37BF4P2Tc as an isolated structure.

Its expectation value of S² is 3.825. As for the charge: +2. The max |F| comes out at 4.36 eV Å⁻¹. Its HOMO energy (alpha / beta) is -14.53 / -14.53 eV. As for the multiplicity: 4.

```
80
C35H37BF4P2Tc (the ωB97M-V functional and the def2-TZVPD basis)
Tc 0.65 -0.11 0.44
C 2.54 2.26 -1.08
C 1.30 2.24 -1.61
C 1.06 1.72 -2.98
C 1.45 0.24 -3.14
C 1.32 -0.56 -1.84
C 2.20 -0.55 -0.83
C 3.62 -0.01 -1.18
C 3.71 1.42 -1.53
C -1.35 -1.81 1.45
H 2.84 3.02 -0.32
H 0.55 3.03 -1.30
H 1.60 2.27 -3.78
H -0.02 1.84 -3.14
H 0.72 -0.18 -3.85
H 2.44 0.21 -3.63
H 0.63 -1.39 -1.98
H 2.27 -1.22 0.03
H 4.00 -0.58 -2.01
H 4.19 -0.25 -0.28
H 4.63 1.78 -1.04
H 3.90 1.55 -2.63
H -0.53 -1.49 2.12
H -1.70 -2.80 1.74
H -2.15 -1.08 1.50
P -0.69 1.59 -0.08
P -0.82 -2.07 -0.24
C -1.37 0.62 -1.45
C -1.42 -0.80 -1.44
C -2.14 2.73 0.20
C -2.59 3.43 -0.93
C -3.52 4.45 -0.80
C -4.05 4.80 0.45
C -3.67 4.03 1.55
C -2.73 3.00 1.44
C 0.76 2.68 1.16
C 1.75 1.99 1.81
C 2.87 2.61 2.37
C 2.95 4.01 2.33
C 1.88 4.71 1.78
C 0.77 4.05 1.24
C -2.08 -3.36 -0.62
C -3.40 -2.91 -0.63
C -4.45 -3.77 -0.93
C -4.26 -5.12 -1.18
C -2.94 -5.58 -1.06
C -1.86 -4.73 -0.77
C 0.66 -3.24 0.09
C 1.31 -3.32 1.34
C 2.59 -3.87 1.51
C 3.18 -4.54 0.45
C 2.46 -4.69 -0.73
C 1.23 -4.04 -0.92
H -1.83 1.16 -2.26
H -2.06 -1.28 -2.19
H -2.19 3.18 -1.91
H -3.84 5.01 -1.67
H -4.73 5.65 0.56
H -4.10 4.23 2.51
H -2.47 2.39 2.30
H 1.66 0.90 1.97
H 3.55 1.97 2.95
H 3.80 4.54 2.76
H 1.85 5.80 1.74
H -0.13 4.59 0.95
H -3.60 -1.87 -0.41
H -5.44 -3.36 -0.95
H -5.10 -5.80 -1.36
H -2.76 -6.63 -1.18
H -0.87 -5.17 -0.65
H 0.83 -2.89 2.23
H 3.06 -3.76 2.49
H 4.19 -4.92 0.57
H 2.90 -5.28 -1.52
H 0.76 -4.10 -1.90
F -0.06 0.19 2.78
B -0.83 0.76 4.16
F -0.48 2.10 4.25
F -2.15 0.54 3.72
F -0.27 -0.18 4.99
```

***

[2]
Density functional theory data (the ωB97M-V functional and the def2-TZVPD basis) for C35H37ClCrO4P2 as an isolated structure.

Its expectation value of S² is 6.293. As for the charge: 0. The max |F| comes out at 3.62 eV Å⁻¹. Its HOMO energy (alpha / beta) is -6.56 / -6.93 eV. As for the multiplicity: 5.

```
80
C35H37ClCrO4P2 (the ωB97M-V functional and the def2-TZVPD basis)
Cr 0.08 0.30 1.51
C 1.95 -3.05 -0.93
C 1.97 -2.10 -1.87
C 1.47 -2.26 -3.28
C 0.14 -3.03 -3.45
C -0.83 -3.06 -2.29
C -0.84 -3.92 -1.27
C 0.22 -4.93 -0.90
C 1.67 -4.49 -1.21
C -1.07 2.90 2.35
H 2.23 -2.85 0.11
H 2.49 -1.15 -1.71
H 2.25 -2.77 -3.90
H 1.35 -1.28 -3.76
H -0.40 -2.56 -4.30
H 0.39 -4.05 -3.79
H -1.69 -2.39 -2.42
H -1.76 -4.04 -0.68
H 0.02 -5.92 -1.35
H 0.14 -5.11 0.18
H 2.32 -5.09 -0.56
H 1.91 -4.78 -2.24
H -0.77 3.47 3.32
H -2.07 2.42 2.48
H -1.13 3.66 1.54
P 1.33 0.84 -0.38
P -1.88 0.22 0.19
C 0.21 0.28 -1.68
C -1.09 -0.10 -1.38
C 2.15 2.25 -1.05
C 2.73 2.14 -2.33
C 3.42 3.24 -2.85
C 3.50 4.43 -2.12
C 2.88 4.53 -0.87
C 2.22 3.44 -0.31
C 2.62 -0.18 0.47
C 2.18 -1.00 1.56
C 3.11 -1.44 2.52
C 4.47 -1.17 2.33
C 4.91 -0.46 1.21
C 3.99 0.04 0.30
C -3.27 1.29 -0.21
C -3.05 2.60 -0.72
C -4.13 3.36 -1.16
C -5.43 2.86 -1.05
C -5.66 1.57 -0.54
C -4.59 0.80 -0.11
C -2.49 -1.01 1.42
C -2.54 -0.72 2.81
C -2.84 -1.72 3.73
C -2.99 -3.04 3.29
C -2.96 -3.33 1.92
C -2.77 -2.31 0.99
H 0.50 0.47 -2.72
H -1.75 -0.38 -2.20
H 2.66 1.19 -2.87
H 3.90 3.15 -3.83
H 4.07 5.27 -2.52
H 2.93 5.46 -0.32
H 1.78 3.46 0.70
H 1.15 -1.47 1.57
H 2.79 -1.98 3.41
H 5.20 -1.54 3.05
H 5.97 -0.30 1.03
H 4.31 0.63 -0.56
H -2.03 3.00 -0.75
H -3.97 4.37 -1.56
H -6.28 3.48 -1.33
H -6.68 1.18 -0.45
H -4.75 -0.19 0.33
H -2.34 0.30 3.13
H -2.94 -1.49 4.79
H -3.16 -3.84 4.02
H -3.09 -4.36 1.59
H -2.82 -2.51 -0.08
O -0.34 6.53 2.93
Cl 0.45 5.56 3.71
O 0.97 6.19 4.93
O -0.59 4.45 4.22
O -0.06 2.02 2.18
```

***

[3]
Density functional theory data (the ωB97M-V functional and the def2-TZVPD basis) for C35H37CoN4O2 as an isolated structure.

As for the charge: 0. The max |F| comes out at 1.30 eV Å⁻¹. Its HOMO energy (alpha / beta) is -7.51 / -7.61 eV.

```
79
C35H37CoN4O2 (the ωB97M-V functional and the def2-TZVPD basis)
Co 0.38 0.61 -0.36
C 4.40 0.47 -1.07
O 3.18 -0.22 -1.27
C 3.05 -1.44 -0.71
C 4.12 -2.17 -0.21
C 3.94 -3.46 0.27
C 2.68 -4.04 0.25
C 1.61 -3.30 -0.22
C 1.77 -2.01 -0.69
N 0.62 -1.22 -1.07
N -0.28 -1.95 -1.53
C -1.52 -1.51 -1.83
C -1.89 -0.15 -1.89
O -1.08 0.79 -1.63
C -3.21 0.19 -2.32
C -4.11 -0.77 -2.62
C -3.78 -2.16 -2.57
C -4.73 -3.15 -2.89
C -4.41 -4.48 -2.85
C -3.11 -4.85 -2.48
C -2.16 -3.91 -2.16
C -2.48 -2.54 -2.19
H 5.24 -0.04 -1.56
H 4.60 0.60 0.00
H 4.28 1.45 -1.52
H 5.11 -1.74 -0.20
H 4.79 -4.01 0.65
H 2.52 -5.04 0.63
H 0.61 -3.71 -0.19
H -3.46 1.25 -2.37
H -5.12 -0.50 -2.92
H -5.73 -2.83 -3.17
H -5.14 -5.23 -3.10
H -2.84 -5.90 -2.46
H -1.17 -4.22 -1.88
C 0.02 3.52 -1.52
N 1.05 2.51 -1.22
C 1.65 2.08 -2.50
C 2.07 3.07 -0.31
C 2.47 2.10 0.77
C 3.57 2.44 1.57
C 3.97 1.60 2.60
C 3.28 0.42 2.82
C 2.18 0.09 2.03
C 1.74 0.92 0.98
H 0.48 4.39 -2.01
H -0.46 3.86 -0.60
H -0.73 3.09 -2.17
H 2.09 2.94 -3.01
H 0.86 1.65 -3.12
H 2.40 1.32 -2.33
H 1.66 3.97 0.15
H 2.94 3.40 -0.88
H 4.10 3.36 1.39
H 4.82 1.86 3.22
H 3.58 -0.25 3.61
H 1.66 -0.83 2.24
C -2.92 2.97 3.19
N -1.95 3.08 2.12
C -0.59 3.06 2.65
C -2.14 2.12 1.02
C -1.93 0.65 1.37
C -2.95 0.01 2.09
C -2.82 -1.30 2.52
C -1.66 -1.99 2.22
C -0.67 -1.39 1.47
C -0.79 -0.08 1.00
H -2.79 3.82 3.87
H -2.83 2.05 3.78
H -3.93 3.02 2.78
H -0.48 3.88 3.36
H 0.12 3.21 1.84
H -0.33 2.12 3.15
H -1.47 2.39 0.21
H -3.16 2.26 0.64
H -3.85 0.56 2.31
H -3.63 -1.77 3.08
H -1.54 -3.02 2.55
H 0.20 -1.98 1.21
```

***

Energy above the lowest of the compared OMol25 structures with the same formula, charge and spin / kJ/mol: 494.98; 0.00; 0.00
Calculated total energy / eV: -69197.5076; -104593.1618; -84575.3555